a.
Here is one molecule with the formula C3H4N2 from OMol25. Energies are from wB97M-V/def2-TZVPD.

Geometry as XYZ:
```
9
Properties=species:S:1:pos:R:3
C 0.72375 0.81064 0.05952
C 1.03616 -0.56307 -0.03563
N -0.03032 -1.35276 -0.04602
N -1.04858 -0.47796 0.06224
C -0.59938 0.90441 0.27614
H 1.39163 1.64761 0.04739
H 2.02064 -1.00614 -0.10786
H -1.97392 -0.85986 0.26996
H -1.51999 0.89712 -0.52575
```

Values from the calculation:
HOMO level = -9.71 eV
Structure (SMILES) = c1cn[nH]c1

b.
Here is one molecule with the formula C3H4N2 from OMol25. Energies are from wB97M-V/def2-TZVPD.

Geometry as XYZ:
```
9
Properties=species:S:1:pos:R:3
C 1.15060 -0.62499 0.04890
C 0.93337 0.74659 0.26746
N -0.54351 0.73628 0.18782
C -0.98492 -0.50375 -0.06134
N 0.01371 -1.36035 -0.10937
H 2.10731 -1.14723 0.02980
H 0.42464 1.34678 -0.63564
H -1.07177 1.54260 0.49388
H -2.02942 -0.73594 -0.22151
```

Values from the calculation:
HOMO level = -9.03 eV
Structure (SMILES) = c1c[nH]cn1

Name the least stable of them. b.

a.
Here is a 2-piece molecular cluster, C3H4N2 overall from OMol25. Energies are from wB97M-V/def2-TZVPD.

Geometry as XYZ:
```
9
Properties=species:S:1:pos:R:3
C -1.36732 0.58060 -0.19390
C -1.25076 -0.83965 0.00296
N -1.15655 -1.96631 0.16915
H -2.02464 1.00733 0.56272
H -1.77052 0.78412 -1.18446
H -0.38162 1.03163 -0.11187
C 2.67234 -0.21130 0.26941
N 1.81462 -0.29985 -0.47272
H 3.46445 -0.08657 0.95871
```

Values from the calculation:
HOMO level = -11.40 eV
Structure (SMILES) = CC#N.C#N

b.
Here is one molecule with the formula C3H4N2 from OMol25. Energies are from wB97M-V/def2-TZVPD.

Geometry as XYZ:
```
9
Properties=species:S:1:pos:R:3
H -2.42789 -1.13393 0.85518
N -2.03578 -0.97060 -0.07073
C -0.84108 -0.63975 -0.14105
C 0.25677 -0.24879 0.66918
C 0.99436 0.51423 -0.17110
N 2.03820 0.96596 -0.61530
H -0.42055 0.01051 -1.13680
H 0.33754 -0.32823 1.74278
H 2.09843 1.83059 -1.13215
```

Values from the calculation:
HOMO level = -9.02 eV
Structure (SMILES) = [H]/N=C\C=C=N

Name the least stable of them. b.

a.
Here is C29H31CuN4SSb as an isolated structure from OMol25. Energies are from wB97M-V/def2-TZVPD.

Geometry as XYZ:
```
67
Properties=species:S:1:pos:R:3
Cu 0.15373 0.15026 0.28656
C -1.53358 -2.71990 -2.65870
C -0.77135 -1.75375 -1.80577
N -0.94750 -1.55259 -0.56280
N -1.79351 -2.19686 0.24506
C -1.68377 -1.97374 1.59038
N -2.57759 -2.60775 2.35849
S -0.51127 -0.98973 2.26273
C 0.36039 -0.97839 -2.37140
C 0.68879 -1.03379 -3.71760
C 1.82309 -0.37407 -4.16725
C 2.60311 0.31408 -3.25618
C 2.19997 0.34468 -1.92959
N 1.10724 -0.27602 -1.49375
H -2.35058 -3.18823 -2.11369
H -0.87011 -3.50731 -3.02092
H -1.95939 -2.21866 -3.52796
H -2.45013 -2.88215 -0.10164
H -3.24226 -3.27019 1.99470
H -2.49443 -2.49752 3.35380
H 0.06936 -1.58706 -4.40896
H 2.09073 -0.40710 -5.21460
H 3.50347 0.82757 -3.56175
H 2.77625 0.88822 -1.19069
C 1.00309 5.77963 1.62838
C -0.43557 5.53723 1.99628
C -1.11544 6.51811 2.71739
C -2.44192 6.36968 3.08909
C -3.12802 5.21573 2.74741
C -2.46990 4.22538 2.03770
C -1.14024 4.37958 1.65065
Sb -0.44585 2.68458 0.50251
C -1.62543 2.96057 -1.26935
C -2.23827 1.79037 -1.71553
C -3.06526 1.78768 -2.82790
C -3.28579 2.97576 -3.50623
C -2.68614 4.14490 -3.06483
C -1.85807 4.16546 -1.94411
C -1.26344 5.46936 -1.48815
C 1.53798 3.12677 -0.17422
C 1.79808 3.46273 -1.49812
C 3.10238 3.63347 -1.94232
C 4.15457 3.45193 -1.05970
C 3.90066 3.09113 0.25734
C 2.59909 2.92284 0.72112
C 2.36142 2.53015 2.15755
H 1.28198 6.80864 1.84929
H 1.18383 5.59793 0.57049
H 1.67038 5.12692 2.19444
H -0.58620 7.42463 2.98626
H -2.93810 7.15507 3.64406
H -4.16353 5.08478 3.03250
H -3.00677 3.32039 1.77009
H -2.06734 0.86484 -1.17354
H -3.54211 0.87178 -3.15515
H -3.92955 2.99437 -4.37621
H -2.86928 5.06969 -3.59933
H -1.38554 6.23872 -2.24914
H -0.19917 5.36884 -1.27019
H -1.75573 5.81458 -0.57743
H 0.97597 3.57603 -2.19715
H 3.29310 3.91065 -2.97171
H 5.17499 3.60048 -1.38900
H 4.72837 2.94689 0.94211
H 3.28114 2.58874 2.73706
H 1.99055 1.50239 2.21977
H 1.62031 3.17449 2.63850
```

Values from the calculation:
HOMO level = -10.34 eV
Charge = +1

b.
Here is C29H31CuN4SSb as an isolated structure from OMol25. Energies are from wB97M-V/def2-TZVPD.

Geometry as XYZ:
```
67
Properties=species:S:1:pos:R:3
Cu 0.28258 -0.17742 0.20390
C -3.59803 -2.04593 -0.82853
C -2.26167 -1.59202 -0.33190
N -1.87872 -0.37281 -0.21856
N -2.61774 0.69172 -0.54373
C -2.06319 1.93784 -0.52678
N -2.87751 2.96594 -0.80055
S -0.44673 2.17740 -0.22980
C -1.26551 -2.58513 0.07126
C -1.62145 -3.89181 0.40689
C -0.62839 -4.80569 0.70896
C 0.69646 -4.39039 0.67569
C 0.96340 -3.05893 0.40050
N 0.01542 -2.18314 0.10399
H -4.05090 -1.30822 -1.48801
H -4.27275 -2.21890 0.00862
H -3.50833 -2.97626 -1.38109
H -3.58782 0.58481 -0.83435
H -3.86651 2.85991 -0.94545
H -2.49114 3.89456 -0.74874
H -2.65851 -4.17983 0.45110
H -0.88293 -5.82066 0.97075
H 1.50123 -5.07776 0.86827
H 1.98067 -2.67635 0.40868
C 6.04692 1.40009 -0.17718
C 5.95472 0.46145 0.98776
C 7.12940 -0.00962 1.56756
C 7.11565 -0.87555 2.64460
C 5.90644 -1.30334 3.16480
C 4.73220 -0.84878 2.59396
C 4.74206 0.03252 1.52161
Sb 2.73204 0.54103 0.88054
C 2.09037 1.72049 2.54977
C 0.84695 1.34094 3.03721
C 0.29455 1.95345 4.14582
C 0.99967 2.96073 4.78087
C 2.24235 3.33592 4.30381
C 2.81236 2.72089 3.19415
C 4.17536 3.13232 2.73027
C 2.88458 1.88070 -0.78309
C 2.62702 3.23590 -0.66133
C 2.60021 4.04725 -1.78319
C 2.81610 3.49774 -3.03311
C 3.01869 2.13419 -3.15810
C 3.04650 1.30906 -2.04375
C 3.19476 -0.17543 -2.20765
H 7.06473 1.76636 -0.28994
H 5.38221 2.25208 -0.04721
H 5.76997 0.89695 -1.10308
H 8.07933 0.31867 1.16756
H 8.04361 -1.21394 3.07904
H 5.87675 -1.97913 4.00508
H 3.78123 -1.17800 2.99303
H 0.29744 0.54656 2.52961
H -0.66986 1.63942 4.51581
H 0.58110 3.44832 5.64867
H 2.78265 4.11897 4.81596
H 4.50174 4.03574 3.24011
H 4.18200 3.31702 1.65686
H 4.89557 2.34211 2.94180
H 2.41802 3.65946 0.31182
H 2.40295 5.10320 -1.68084
H 2.81672 4.12342 -3.91340
H 3.14747 1.69976 -4.13843
H 3.48368 -0.42607 -3.22502
H 2.24221 -0.66915 -1.99090
H 3.94521 -0.57773 -1.52546
```

Values from the calculation:
HOMO level = -10.10 eV
Charge = +1

Name the least stable of them. b.

a.
Here is a 2-piece molecular cluster, C4H11N2 overall from OMol25. Energies are from wB97M-V/def2-TZVPD.

Geometry as XYZ:
```
17
Properties=species:S:1:pos:R:3
C -2.42404 0.29012 -1.89364
N -1.22315 0.48120 -1.54661
H -2.84679 -0.70344 -1.80993
H -3.02029 1.10031 -2.29693
H -0.85761 1.43128 -1.56886
H -0.60239 -0.26022 -1.00440
C 2.14976 0.37225 0.69520
C 0.80126 -0.21478 0.95973
C 0.00676 0.09556 1.96781
N 0.35436 -1.12774 -0.05528
H 2.18300 0.77433 -0.32147
H 2.92633 -0.38715 0.75913
H 2.37286 1.18051 1.38208
H -0.93465 -0.40826 2.15702
H 0.33280 0.82196 2.69530
H 1.10570 -1.67323 -0.46219
H -0.32391 -1.77271 0.34303
```

Values from the calculation:
HOMO level = -12.93 eV
Charge = +1

b.
Here is an isolated ion of composition C4H11N2 and charge +1 from OMol25. Energies are from wB97M-V/def2-TZVPD.

Geometry as XYZ:
```
17
Properties=species:S:1:pos:R:3
C -1.03686 0.11738 -1.68628
C -0.80440 -0.13085 -0.28507
N -1.84639 -0.24338 0.44639
N 0.44460 -0.04466 0.36970
C 1.60060 0.12382 -0.42834
C 0.57278 -0.21817 1.79693
H -0.81119 -0.76420 -2.33840
H -0.45021 0.94864 -2.03266
H -1.98141 0.54668 -1.76348
H -2.81799 0.04870 0.22497
H -1.59721 -0.28081 1.43374
H 2.39075 0.25814 0.40112
H 1.85687 -0.70245 -1.01210
H 1.44578 1.00424 -1.06877
H 1.60187 0.14257 2.11800
H -0.12520 0.52097 2.21984
H 0.56057 -1.34956 2.06758
```

Values from the calculation:
HOMO level = -14.35 eV
Charge = +1
Structure (SMILES) = CC(=[NH2+])N(C)C

c.
Here is an isolated ion of composition C4H11N2 and charge +1 from OMol25. Energies are from wB97M-V/def2-TZVPD.

Geometry as XYZ:
```
17
Properties=species:S:1:pos:R:3
C -0.78266 -0.27975 -1.40346
C -0.28835 -0.26486 0.04403
N -0.37959 -1.62196 0.65422
C -0.57854 0.88354 1.02071
C 0.77303 0.64674 0.59369
N 1.48988 1.61549 -0.63481
H 0.12343 -0.67414 -1.88306
H -0.92975 0.67475 -1.81258
H -1.65471 -1.04014 -1.49744
H -0.67864 -2.11334 -0.09083
H -1.12034 -1.67525 1.43997
H 0.51366 -2.08831 0.94700
H -0.82445 0.75446 2.02073
H -1.05797 1.82730 0.81101
H 1.49837 0.22176 1.14709
H 2.07842 2.26576 -0.12156
H 1.81822 0.86794 -1.23471
```

Values from the calculation:
HOMO level = -13.58 eV
Charge = +1
Structure (SMILES) = C[C@]1([NH3+])C[C@@H]1N

Name the least stable of them. c.